{
  "formula": "C12H10N2O",
  "method": "wB97M-V/def2-TZVPD",
  "charge": 0,
  "e_above_lowest_kj_mol": 0.0,
  "orbital_gap_ev": 6.519,
  "lumo_ev": -0.04,
  "smiles": "Cc1[nH]ccc2c1[nH]c1cc(=O)ccc12",
  "elements": ["O", "N", "N", "C", "C", "C", "C", "C", "C", "C", "C", "C", "C", "C", "C", "H", "H", "H", "H", "H", "H", "H", "H", "H", "H"],
  "coordinates": [[-1.638316, 2.107004, -4.022579], [-1.158507, 0.859249, 0.463321], [1.088699, -1.221948, 2.567631], [-0.399440, 0.675658, 3.308628], [-0.909311, 1.460855, -3.303640], [-0.345767, 0.242857, -3.786853], [0.143463, -0.634387, -2.798115], [-0.868224, 0.883397, -0.892036], [-1.197583, 1.728470, -1.893342], [-0.187238, -0.030609, 0.989231], [1.492849, -1.840823, 0.219663], [-0.015210, -0.296642, -1.338599], [0.195548, -0.256806, 2.307662], [1.775139, -2.023970, 1.567138], [0.483958, -0.767685, -0.111026], [2.519604, -2.810115, 1.743565], [-1.617864, 2.688070, -1.618065], [1.314553, -1.405040, 3.550699], [-0.407528, 0.062833, -4.842083], [-0.702113, 0.140883, 4.186452], [0.282696, 1.400385, 3.636750], [0.663218, -1.520154, -3.161876], [-1.240720, 1.107330, 2.871459], [2.056995, -2.363798, -0.522697], [-1.328901, 1.814987, 0.878712]],
  "forces_ev_per_angstrom": [[-0.277, 1.904, -2.620], [1.067, 1.114, 0.333], [2.820, -2.823, 0.222], [0.796, -2.241, 0.576], [-3.039, -0.193, 1.566], [2.028, -2.106, 3.414], [-0.510, 1.987, -0.547], [0.883, -1.486, -3.686], [1.132, 0.412, 2.040], [1.715, -1.506, 0.991], [-1.584, 2.300, 2.520], [-0.335, 0.296, 1.182], [-1.916, 1.804, -3.252], [-1.565, 1.318, -1.586], [-0.031, -0.983, -0.997], [-0.483, 0.652, 1.144], [-0.434, 0.011, -0.566], [-0.068, 0.113, -0.830], [0.276, -0.238, -0.223], [-0.392, -0.348, 0.659], [1.072, 1.248, 0.294], [-0.219, -0.114, 0.607], [-1.362, 0.825, -0.463], [-0.004, -0.217, -0.320], [0.430, -1.729, -0.457]]
}

***

{
  "formula": "C12H10N2O13S2V",
  "method": "wB97M-V/def2-TZVPD",
  "charge": -1,
  "spin_multiplicity": 3,
  "orbital_gap_ev": [6.303, 4.505],
  "s_squared": 2.05,
  "lumo_ev": [0.85, -1.00],
  "elements": ["V", "S", "S", "O", "O", "O", "O", "O", "O", "O", "O", "O", "O", "O", "O", "O", "N", "N", "C", "C", "C", "C", "C", "C", "C", "C", "C", "C", "C", "C", "H", "H", "H", "H", "H", "H", "H", "H", "H", "H"],
  "coordinates": [[-2.527846, 0.406606, 1.075043], [-0.356167, 1.546533, 2.204594], [-4.415641, 1.596691, 2.614396], [-2.344551, 0.657549, -1.122101], [-0.446080, -2.305236, 1.001839], [-4.293212, 1.449599, 1.127683], [-3.949550, 2.888179, 3.100930], [0.893128, 2.011711, 1.612533], [0.759359, -0.980624, -0.272719], [-0.463537, 1.786756, 3.610189], [-0.586372, 0.174887, 1.880363], [-2.952308, -1.181086, 0.896674], [-1.531273, 2.080979, 1.562495], [-3.312025, 0.238855, -3.040006], [-5.719840, 1.298719, 3.142693], [-3.492915, 0.614234, 3.045257], [0.651241, -1.822760, 0.663757], [-2.365069, 0.660265, -2.385167], [1.129276, 1.768859, -3.168167], [-1.240975, 1.247874, -3.113934], [1.042310, 2.206809, -4.491095], [-1.331569, 1.599734, -4.481168], [4.188722, -2.908658, 1.213107], [-0.021152, 1.390382, -2.470726], [1.849286, -2.627284, 2.695671], [1.843591, -2.299505, 1.304027], [-0.236849, 2.149721, -5.117049], [3.027161, -2.948350, 3.360843], [4.193417, -3.090419, 2.572651], [3.022099, -2.404064, 0.541486], [2.107175, 1.732128, -2.711252], [-0.346585, 2.408053, -6.159946], [-2.222546, 1.487536, -5.081158], [0.099188, 0.982621, -1.477923], [5.072073, -3.060932, 0.610683], [3.075644, -3.137852, 4.422981], [1.943069, 2.568295, -4.964772], [5.096604, -3.530939, 2.968387], [3.137867, -2.264747, -0.523215], [1.024851, -2.391116, 3.352117]],
  "forces_ev_per_angstrom": [[-0.668, -4.126, 0.689], [4.809, 3.189, 2.472], [-1.530, -0.260, -2.228], [0.447, 0.245, -2.705], [2.728, 0.612, -0.468], [-0.496, 0.973, -0.540], [-0.287, 1.397, 0.516], [-0.500, -0.009, -0.082], [0.293, -1.972, 1.948], [0.317, 0.166, 1.321], [-1.211, -6.261, -1.340], [0.870, 3.761, 0.325], [-4.409, 3.280, -3.023], [1.283, 0.490, 0.889], [-0.802, 0.830, -0.027], [3.507, -2.809, 1.866], [-3.133, 0.739, -1.943], [-1.451, -0.197, 1.375], [-0.374, 0.546, -0.791], [1.007, 0.473, -0.753], [-1.469, -0.346, 0.728], [-0.270, 0.066, 0.585], [-1.717, 1.278, -0.956], [0.318, -1.109, 0.249], [0.292, 1.225, -0.034], [1.909, -0.298, 0.757], [1.322, -0.351, 0.207], [0.646, -0.215, -1.885], [-0.243, -0.963, 0.397], [0.692, -1.197, 1.680], [-0.139, 0.034, 0.364], [0.051, 0.177, -0.043], [-0.266, -0.117, 0.391], [-0.124, 0.277, 0.329], [0.128, -0.089, 0.114], [-0.233, 0.113, 0.003], [-0.151, -0.007, -0.359], [0.134, 0.284, 0.497], [-0.669, 0.358, 0.021], [-0.615, -0.186, -0.545]]
}

***

{
  "formula": "C12H10NPS",
  "method": "wB97M-V/def2-TZVPD",
  "charge": 0,
  "e_above_lowest_kj_mol": 205.4,
  "orbital_gap_ev": [7.380, 6.704],
  "lumo_ev": [0.00, 0.11],
  "elements": ["S", "P", "N", "C", "C", "C", "C", "C", "C", "C", "C", "C", "C", "C", "C", "H", "H", "H", "H", "H", "H", "H", "H", "H", "H"],
  "coordinates": [[2.566735, -0.710893, 0.293689], [2.331874, 1.118075, -0.584855], [1.421956, 1.765392, 0.673481], [-1.006756, 0.138222, -4.141333], [-1.928114, -0.796428, -3.595226], [0.977678, 0.906632, 1.684415], [-0.098364, 0.369274, 3.766771], [0.096729, 1.249644, 2.709835], [-1.793221, -1.095906, -2.259721], [0.038609, 0.234300, -2.030914], [0.494011, -0.848658, 3.851503], [-0.002994, 0.700848, -3.327056], [1.229015, -1.264268, 2.775122], [-0.808739, -0.616477, -1.435642], [1.540004, -0.384432, 1.735235], [1.698779, -2.175502, 2.672568], [-0.832787, 0.686784, 4.529337], [0.957699, 2.584780, 0.507594], [-0.834341, -0.951017, -0.376329], [-2.672594, -1.331288, -4.171028], [-1.198390, 0.390875, -5.132584], [0.194456, -1.652499, 4.674662], [-0.504502, 2.117754, 2.555075], [-2.532826, -1.877387, -1.789329], [0.666085, 1.442175, -3.585268]],
  "forces_ev_per_angstrom": [[0.187, -0.949, 1.284], [-1.859, -0.174, -1.880], [1.123, -2.803, 1.141], [-0.625, -0.720, 1.722], [1.435, 0.784, 0.038], [0.353, -0.333, 0.717], [-1.798, 1.936, 0.855], [0.372, -0.618, -0.689], [-2.860, -3.013, 1.011], [3.338, 2.123, 1.073], [-0.958, -3.040, 1.627], [-2.338, -2.188, 0.409], [1.023, 1.645, -1.403], [-0.682, -0.720, 1.169], [-0.442, 0.973, -0.716], [0.629, -2.177, 0.317], [0.539, -0.278, -0.378], [-1.382, 2.391, -0.283], [0.509, 0.435, -0.789], [0.023, 0.376, -0.200], [0.252, 0.692, -1.696], [0.837, 2.117, -1.715], [-0.200, 0.666, 0.468], [1.314, 1.558, -0.981], [1.210, 1.318, -1.100]]
}

***

{
  "formula": "C12H10S2Ta",
  "method": "wB97M-V/def2-TZVPD",
  "charge": 3,
  "e_above_lowest_kj_mol": 44.1,
  "orbital_gap_ev": 5.976,
  "lumo_ev": -14.24,
  "elements": ["Ta", "S", "S", "C", "C", "C", "C", "C", "C", "C", "C", "C", "C", "C", "C", "H", "H", "H", "H", "H", "H", "H", "H", "H", "H"],
  "coordinates": [[0.686036, 0.671328, -0.388461], [-1.440955, 0.836027, 0.403196], [0.884252, -1.480747, 0.311920], [0.857301, 2.713869, 1.046281], [2.497853, 0.895992, 1.315096], [1.453180, 3.083121, -0.173810], [-0.763790, -1.801520, -0.190453], [-1.077984, -3.092494, -0.620804], [-3.375992, -2.375978, -0.941116], [-2.384777, -3.366051, -0.975373], [1.364749, 1.610077, 1.788981], [-1.781466, -0.785666, -0.154410], [3.091364, 1.239364, 0.084691], [2.541171, 2.314711, -0.684558], [-3.089701, -1.084242, -0.551289], [0.914210, 1.341841, 2.738318], [-4.394817, -2.637433, -1.201760], [0.010716, 3.281032, 1.420585], [-2.655720, -4.375521, -1.261630], [2.908764, 0.077158, 1.896914], [2.968224, 2.559311, -1.653765], [-0.323916, -3.869385, -0.647238], [-3.866742, -0.330416, -0.523165], [1.042736, 3.908901, -0.748940], [3.935303, 0.666721, -0.289208]],
  "forces_ev_per_angstrom": [[-0.833, -0.731, 0.023], [0.150, 0.246, 0.259], [0.313, 0.089, 0.263], [0.239, -0.037, 0.041], [-0.018, 0.190, -0.065], [0.436, -0.536, -0.098], [0.032, 0.266, -0.068], [-0.181, -0.065, -0.257], [-0.274, 0.297, 0.043], [0.333, -0.264, 0.037], [0.190, 0.255, -0.260], [0.249, 0.077, -0.086], [-0.465, 0.536, -0.281], [-0.182, -0.198, 0.580], [-0.025, -0.158, -0.216], [-0.060, -0.052, -0.033], [0.010, 0.018, 0.001], [0.001, -0.043, 0.051], [0.024, 0.006, 0.007], [-0.061, 0.003, 0.044], [0.016, 0.005, 0.011], [0.011, 0.014, 0.022], [0.024, 0.021, 0.023], [0.060, 0.001, -0.013], [0.010, 0.060, -0.028]]
}

***

{
  "formula": "C12H11BN2O3",
  "method": "wB97M-V/def2-TZVPD",
  "charge": 0,
  "e_above_lowest_kj_mol": 2.5,
  "orbital_gap_ev": 7.746,
  "lumo_ev": -0.70,
  "smiles": "OB(O)c1cccc(/N=N/c2ccccc2O)c1",
  "elements": ["O", "O", "O", "N", "N", "C", "C", "C", "C", "C", "C", "C", "C", "C", "C", "C", "C", "B", "H", "H", "H", "H", "H", "H", "H", "H", "H", "H", "H"],
  "coordinates": [[-0.182615, 4.532341, 0.201009], [1.113140, 5.188271, -1.740772], [-0.538511, -3.295284, -0.459078], [0.159417, -0.709088, -0.375452], [-0.556483, -0.721380, 0.632412], [1.113046, 2.600789, -2.779946], [-0.847474, -1.838388, 1.386143], [-0.691277, -4.243343, 1.772618], [0.326148, 1.689763, -0.693654], [0.932344, 0.240961, -2.475607], [-0.911112, -4.082107, 3.122732], [-1.075885, -1.720651, 2.758255], [0.476151, 0.401301, -1.174751], [-1.094101, -2.796669, 3.624299], [1.231764, 1.322197, -3.303155], [0.614950, 2.769116, -1.503148], [-0.696578, -3.160514, 0.886443], [0.492221, 4.233883, -0.959779], [-0.653340, -5.205457, 1.306562], [-0.092608, 1.828181, 0.284928], [0.964412, -0.734929, -2.885488], [1.126934, 6.099942, -1.380817], [-0.621881, 3.776338, 0.638115], [1.621564, 1.125561, -4.299706], [-1.202135, -2.665292, 4.692686], [1.373681, 3.450695, -3.400654], [-0.298379, -2.405577, -0.797319], [-1.121301, -0.733150, 3.168418], [-0.962091, -4.947507, 3.754705]],
  "forces_ev_per_angstrom": [[-0.053, -0.123, 0.043], [-0.251, 0.738, 0.950], [-0.002, -0.695, 0.804], [0.116, -3.714, -1.019], [-0.551, 4.000, 0.472], [0.088, -0.613, -1.034], [1.105, -2.311, 0.075], [-0.732, 0.149, -1.263], [-0.294, 0.009, -0.416], [-0.258, 0.011, -0.175], [-0.056, 0.610, -0.411], [0.263, 0.547, 0.089], [-0.602, 1.287, 0.952], [-0.001, -0.337, 0.009], [0.255, -0.343, 0.625], [0.154, 1.145, 0.678], [0.260, 0.957, -0.391], [-0.028, -0.001, -0.109], [0.284, -0.565, 0.003], [0.023, -0.054, 0.437], [0.243, -0.951, -0.209], [-0.197, -0.871, -0.222], [0.462, 0.633, -0.504], [-0.214, 0.152, 0.150], [-0.128, 0.219, -0.075], [-0.053, 0.031, 0.213], [0.217, -0.218, -0.038], [-0.148, 0.510, 0.102], [0.097, -0.202, 0.263]]
}

***

{
  "formula": "C12H11Cl2NO3S",
  "method": "wB97M-V/def2-TZVPD",
  "charge": 0,
  "orbital_gap_ev": 9.230,
  "lumo_ev": 0.18,
  "smiles": "O=C(COc1ccc(Cl)cc1Cl)N[C@H]1CCSC1=O",
  "elements": ["Cl", "Cl", "S", "O", "O", "O", "N", "C", "C", "C", "C", "C", "C", "C", "C", "C", "C", "C", "C", "H", "H", "H", "H", "H", "H", "H", "H", "H", "H", "H"],
  "coordinates": [[2.202181, 3.136124, 0.545796], [-2.439501, 2.782562, 3.201607], [-1.127076, -3.579769, 0.003982], [-1.901733, -1.924336, -1.477519], [1.064175, 1.316401, -1.484421], [2.540839, -1.752550, -0.479930], [0.673298, -1.218982, -1.927879], [-1.256091, 1.142077, -0.181288], [-1.067170, -2.591505, -1.305576], [-1.470900, 2.273287, 1.713968], [1.801828, -0.868488, -1.150972], [0.605554, -4.113712, -0.348151], [0.245474, 1.544695, -0.338897], [-0.168339, 2.661081, 1.790547], [0.172755, -2.494147, -2.341636], [2.175056, 0.405707, -1.171554], [0.917796, -3.800814, -1.756211], [-1.898130, 1.321052, 0.960588], [0.540671, 2.447344, 0.677751], [-1.660342, 0.367954, -0.901413], [-0.269817, -2.645343, -3.317974], [1.430203, -3.356207, 0.182965], [-0.073847, 3.577609, 2.278567], [2.830190, 0.739087, -1.998313], [1.824750, -3.811297, -2.034056], [0.730926, -5.150395, 0.097955], [0.356261, -4.820122, -2.244536], [0.294637, -0.488439, -2.423179], [-2.745016, 1.035273, 0.885256], [2.659319, 0.674798, -0.248622]],
  "forces_ev_per_angstrom": [[-0.845, 0.083, 0.346], [0.411, -0.374, -1.430], [2.284, -2.910, 2.338], [-12.922, 10.683, -3.088], [-1.511, 0.120, 2.421], [-3.363, 3.862, -3.085], [3.747, -0.688, 1.152], [6.466, -3.019, -4.655], [9.744, -6.314, -1.428], [0.707, 2.339, 7.185], [-0.431, -12.064, 0.887], [2.598, 2.025, 4.191], [-4.419, 0.194, -0.095], [-2.129, 1.908, -0.637], [-0.456, -4.042, 5.225], [1.309, 8.376, -0.864], [-8.525, -2.689, -2.317], [5.904, 1.856, -2.212], [4.633, -1.437, -2.775], [0.497, 1.223, 0.653], [0.525, 0.659, -0.274], [-2.455, -2.051, -0.370], [1.148, 0.949, 1.525], [0.261, -0.991, 0.377], [6.926, -0.407, -1.464], [0.135, 1.196, -1.236], [1.417, 2.958, 0.085], [-0.959, 2.168, -1.077], [-10.864, -3.814, 0.269], [0.166, 0.201, 0.352]]
}